ORCA calculation (the ωB97M-V functional and the def2-TZVPD basis) on a 2-piece molecular cluster, C5H10O overall.

```
16
Properties=species:S:1:pos:R:3:forces:R:3:mulliken_charge:R:1
C 0.960 -1.430 0.052 -0.03 -0.03 0.03 -1.3202
C 0.533 -0.354 -0.923 0.13 -0.03 -0.02 0.1661
C -0.923 -0.092 -1.213 -0.17 -0.08 -0.09 -0.7249
C -0.105 0.922 -0.466 0.07 0.11 0.04 0.0062
C -0.314 1.262 0.984 -0.19 -0.02 -0.19 -0.1644
O 0.716 1.298 1.805 0.16 0.18 0.07 -0.6984
H 1.876 -1.139 0.575 -0.12 -0.05 -0.08 0.3042
H 0.191 -1.628 0.806 0.10 0.04 -0.11 0.2626
H 1.138 -2.373 -0.475 -0.02 0.13 0.06 0.3912
H 1.207 -0.237 -1.770 -0.12 -0.01 0.12 0.3384
H -1.232 0.140 -2.228 0.05 -0.03 0.16 0.2802
H -1.653 -0.667 -0.644 0.14 0.09 -0.08 0.2408
H 0.175 1.829 -1.005 -0.07 -0.13 0.11 0.3737
H -1.137 1.987 1.135 0.14 -0.10 -0.02 0.4002
H -1.124 0.117 1.437 0.15 0.14 0.01 0.0883
H -0.310 0.366 1.931 -0.21 -0.20 -0.03 0.0562
```
Forces are in eV/Å.

Energy relative to the best compared isomer or geometry (same formula, charge and spin) = 492.1 kJ/mol
DFT total energy = -7389.6651 eV
Gap between HOMO and LUMO = 0.3750 hartree
HOMO = -9.4062 eV